(1)
Computed, not measured: the molecule C15H18N6 in a non-equilibrium geometry, with ωB97M-V with the def2-TZVPD basis set.

The calculation puts the HOMO-LUMO gap at 0.3181 hartree. For the electronic energy, the calculation gives -910.891528 Eh. Its total charge is 0. As for the lowest unoccupied orbital energy: -0.1 eV. The SMILES is CN(C)c1nc(N)nc(/C(C#N)=C/[C@@H]2C[C@H]3C=C[C@@H]2C3)n1. The HOMO energy is -8.81 eV.

CARTESIAN COORDINATES (ANGSTROEM)
N -0.702 -2.897 -0.192
N 0.263 1.555 1.333
N -1.019 -0.212 2.054
N -0.967 1.738 3.298
N -2.201 -0.098 3.947
N 0.312 3.363 2.595
C 0.340 -0.523 0.051
C 1.852 -1.254 -5.003
C 0.447 -0.799 -3.183
C -2.979 -1.315 3.575
C -0.236 -1.823 -0.061
C -1.395 0.511 3.059
C 2.141 0.089 -4.349
C 0.715 0.502 -3.996
C 2.790 -0.086 -2.965
C 0.832 -1.790 -4.261
C 1.640 -0.761 -2.159
C 1.191 -0.013 -0.912
C -0.211 2.178 2.369
C -2.532 0.496 5.206
C -0.155 0.301 1.211
H -2.461 -2.248 3.933
H 1.904 -1.787 -1.919
H -0.557 -0.915 -2.759
H -3.117 -1.373 2.490
H -1.611 0.838 5.725
H 0.609 1.404 -3.401
H 1.477 0.999 -0.796
H 0.081 0.619 -4.872
H 2.398 -1.787 -5.788
H 3.701 -0.707 -3.080
H -3.162 1.372 5.062
H -3.972 -1.260 3.969
H 2.722 0.782 -4.999
H 0.457 -2.810 -4.327
H 3.090 0.898 -2.540
H 1.276 3.354 2.274
H -3.019 -0.217 5.880
H 0.057 3.674 3.529

Mulliken population analysis, charges in e, atoms 1 to 8:
1 N -0.606
2 N -0.581
3 N -0.468
4 N -0.506
5 N 0.164
6 N -0.504
7 C 0.495
8 C -0.528

=====

(2)
Computed, not measured: a structure of composition C15H18N6O3S2Tl in a non-equilibrium geometry, with ωB97M-V with the def2-TZVPD basis set.

The calculation puts the HOMO-LUMO gap at 0.2312 hartree. For the electronic energy, the calculation gives -2105.496047 Eh. Its total charge is -1. As for the lowest unoccupied orbital energy: 2.4 eV. The HOMO energy is -3.94 eV.

CARTESIAN COORDINATES (ANGSTROEM)
Tl -6.052 -14.729 -3.556
S -3.899 -15.501 -1.643
S -7.086 -11.979 -6.737
O -6.023 -12.491 -2.170
O -5.676 -11.832 -6.342
O -7.646 -12.303 -3.822
N -3.630 -17.837 -2.941
N -5.900 -9.808 -2.146
N -2.208 -17.573 -1.201
N -6.725 -10.418 -3.014
N -4.407 -17.375 -3.895
N -6.428 -16.792 -5.788
C -7.195 -18.745 -7.620
C -9.261 -10.340 -6.984
C -6.056 -18.918 -6.844
C -9.894 -9.079 -7.141
C -5.644 -17.893 -5.891
C -9.127 -7.964 -7.091
C -7.765 -7.960 -6.855
C -7.940 -10.345 -6.811
C -4.685 -18.203 -4.884
C -3.197 -17.018 -1.982
C -7.138 -9.181 -6.701
C -7.541 -16.719 -6.463
C -7.136 -12.283 -8.503
C -6.797 -11.886 -2.982
C -8.042 -17.649 -7.380
H -7.093 -7.096 -6.975
H -6.528 -13.180 -8.720
H -5.325 -9.106 -2.579
H -6.797 -11.460 -9.128
H -4.328 -19.245 -4.873
H -2.068 -17.161 -0.295
H -8.917 -17.414 -8.022
H -8.186 -12.583 -8.769
H -1.973 -18.551 -1.332
H -9.649 -6.966 -7.212
H -10.957 -9.122 -7.388
H -8.179 -15.800 -6.290
H -5.343 -10.544 -1.645
H -7.308 -19.476 -8.454
H -6.053 -9.312 -6.729
H -9.791 -11.296 -7.146
H -7.477 -9.905 -3.395
H -5.416 -19.777 -7.141

Mulliken population analysis, charges in e, atoms 1 to 8:
1 Tl 0.643
2 S -0.483
3 S 0.725
4 O -0.842
5 O -0.635
6 O -0.731
7 N -0.938
8 N -0.846

=====

(3)
Computed, not measured: a structure of composition C15H18NOPdSe2SiTe2 in a non-equilibrium geometry, with ωB97M-V with the def2-TZVPD basis set.

Its multiplicity is 5. The calculation puts the HOMO-LUMO gap (spin up / spin down) at 0.2368 / 0.2166 hartree. Its expectation value of S² is 6.087. For the electronic energy, the calculation gives -6468.433475 Eh. Its total charge is +1. As for the lowest unoccupied orbital energy (spin up / spin down): -4.5 / -5.8 eV. The HOMO energy (spin up / spin down) is -10.99 / -11.66 eV.

CARTESIAN COORDINATES (ANGSTROEM)
Te -3.049 2.428 -1.575
Te -3.489 -0.511 -1.315
Pd -1.047 0.585 -1.508
Se -2.965 -1.347 -3.524
Se -0.605 3.123 -1.523
Si 1.737 -0.033 -2.472
O -1.014 0.089 1.016
N 0.838 0.134 -1.014
C 2.642 0.177 0.610
C 2.829 1.498 -2.759
C -3.415 -1.595 3.224
C 3.069 0.112 1.924
C -2.971 0.917 2.119
C 2.845 -1.596 -2.402
C -4.349 -0.584 3.408
C -2.065 -0.108 1.932
C 0.734 -0.214 -4.098
C 0.302 0.044 1.386
C 1.266 0.107 0.283
C -4.107 0.686 2.895
C 0.761 0.008 2.706
C 2.123 0.049 2.953
C -2.249 -1.353 2.506
H 3.432 -1.591 -3.352
H -2.831 1.905 1.659
H 2.165 2.413 -2.741
H 3.575 -1.643 -1.566
H 0.059 -0.002 3.547
H 3.306 1.436 -3.763
H 1.475 -0.620 -4.858
H 0.353 0.751 -4.457
H -3.593 -2.558 3.674
H -0.108 -0.891 -3.991
H 2.243 -2.521 -2.374
H 4.122 0.145 2.159
H 2.485 0.025 3.982
H -5.211 -0.793 4.006
H -4.789 1.501 3.111
H 3.388 0.334 -0.179
H 3.615 1.639 -1.999
H -1.505 -2.145 2.369

Mulliken population analysis, charges in e, atoms 1 to 8:
1 Te 0.144
2 Te 0.138
3 Pd 0.707
4 Se -0.136
5 Se -0.198
6 Si 0.066
7 O 0.183
8 N 0.189

=====

(4)
Computed, not measured: a structure of composition C15H18NRuSSe, with ωB97M-V with the def2-TZVPD basis set.

The calculation puts the HOMO-LUMO gap at 0.2705 hartree. For the electronic energy, the calculation gives -3531.391350 Eh. Its total charge is +1. As for the lowest unoccupied orbital energy: -4.9 eV. The HOMO energy is -12.23 eV.

CARTESIAN COORDINATES (ANGSTROEM)
Ru -0.698 -0.077 -0.480
Se -2.011 0.001 -2.344
S -1.595 -0.033 1.564
N -0.948 -2.004 0.139
C 2.129 -1.052 1.294
C -0.410 2.388 -2.057
C -2.513 2.433 -0.854
C -1.890 -2.853 2.156
C -1.689 -4.141 1.664
C -0.947 4.246 -0.631
C 3.454 0.733 0.123
C -1.126 -4.336 0.412
C -1.504 -1.807 1.352
C 2.048 0.226 0.463
C -0.071 3.620 -1.496
C 1.294 0.012 -0.851
C -0.758 -3.230 -0.338
C -2.172 3.655 -0.317
C -1.626 1.785 -1.728
H -0.312 -3.313 -1.319
H -1.979 -4.991 2.266
H -3.454 1.965 -0.594
H -0.970 -5.329 0.016
H 2.678 -0.873 2.219
H 1.143 -1.431 1.566
H -2.857 4.155 0.354
H 3.420 1.662 -0.447
H 0.868 4.089 -1.757
H 1.419 0.855 -1.525
H 4.016 0.917 1.040
H -0.688 5.206 -0.204
H 1.548 1.005 1.050
H 0.240 1.937 -2.790
H 1.641 -0.899 -1.353
H 2.655 -1.832 0.740
H 3.996 -0.011 -0.464
H -2.331 -2.676 3.126

Mulliken population analysis, charges in e, atoms 1 to 8:
1 Ru 0.318
2 Se -0.092
3 S -0.289
4 N -0.011
5 C -1.290
6 C -0.423
7 C -0.374
8 C -0.666

=====

(5)
Computed, not measured: a cluster of 2 separate species, C15H18O in total in a non-equilibrium geometry, with ωB97M-V with the def2-TZVPD basis set.

The calculation puts the HOMO-LUMO gap at 0.3283 hartree. For the electronic energy, the calculation gives -657.476757 Eh. Its total charge is 0. As for the lowest unoccupied orbital energy: 0.8 eV. The SMILES is CCc1ccc(O)cc1.Cc1ccccc1. The HOMO energy is -8.14 eV.

CARTESIAN COORDINATES (ANGSTROEM)
O 1.561 1.017 -1.335
C 1.102 1.413 2.699
C 0.838 2.422 1.864
C -0.614 -1.791 -2.845
C 1.361 0.020 4.776
C 1.350 1.499 4.188
C -1.531 -2.121 -1.772
C -2.067 0.021 -3.560
C 1.387 -0.087 0.820
C -2.906 -0.363 -2.559
C -0.861 -0.696 -3.752
C -2.575 -1.251 -1.509
C 1.388 0.139 2.120
C 0.745 2.349 0.459
C 1.152 1.100 -0.015
C -0.994 -3.137 -0.937
H 1.684 -0.647 2.736
H 0.529 3.173 -0.185
H 1.367 0.172 -1.754
H 1.302 0.121 5.946
H 0.490 -0.732 4.509
H -0.659 -4.061 -1.421
H -2.070 1.068 -3.905
H -3.214 -1.296 -0.673
H -1.822 -3.433 -0.164
H 1.646 -1.040 0.440
H -0.012 -2.680 -3.237
H -0.075 -0.661 -4.545
H 0.505 2.158 4.726
H -3.845 0.407 -2.305
H 0.819 3.408 2.177
H 2.228 -0.602 4.341
H 2.184 2.162 4.488
H -0.199 -2.754 -0.354

Mulliken population analysis, charges in e, atoms 1 to 8:
1 O -0.563
2 C 0.239
3 C -0.235
4 C -0.525
5 C -1.021
6 C -0.378
7 C 0.948
8 C -0.341

=====

(6)
Computed, not measured: a cluster of 2 separate species, C15H18O in total in a non-equilibrium geometry, with ωB97M-V with the def2-TZVPD basis set.

The calculation puts the HOMO-LUMO gap at 0.3334 hartree. For the electronic energy, the calculation gives -657.558783 Eh. Its total charge is 0. As for the lowest unoccupied orbital energy: 0.7 eV. The SMILES is CCc1ccc(O)cc1.Cc1ccccc1. The HOMO energy is -8.38 eV.

CARTESIAN COORDINATES (ANGSTROEM)
O -2.492 2.190 0.625
C -2.556 0.835 0.585
C 2.158 2.538 1.549
C 4.594 1.345 -1.072
C 2.508 1.732 -2.132
C -1.624 -4.216 -0.205
C 1.965 2.255 -0.991
C -3.038 0.232 -0.566
C 4.012 1.844 0.088
C 2.711 2.276 0.197
C -2.935 -1.171 -0.725
C 3.798 1.206 -2.198
C -2.180 -1.259 1.585
C -2.068 0.107 1.675
C -2.688 -3.386 0.475
C -2.683 -1.910 0.460
H 5.612 0.971 -1.045
H 4.299 0.819 -3.075
H -1.046 -3.661 -0.949
H 1.858 3.576 1.665
H 1.229 1.949 1.642
H -1.967 -1.783 2.503
H 1.945 1.668 -3.037
H -2.516 2.617 -0.234
H 0.992 2.730 -1.104
H -3.649 -3.884 0.129
H 4.581 1.825 1.013
H 2.759 2.329 2.458
H -3.271 -1.679 -1.632
H -3.429 0.828 -1.372
H -0.874 -4.612 0.518
H -2.813 -3.810 1.484
H -1.830 -5.199 -0.581
H -1.363 0.699 2.267

Mulliken population analysis, charges in e, atoms 1 to 8:
1 O -0.545
2 C 0.703
3 C -1.023
4 C -0.530
5 C -0.429
6 C -1.167
7 C -0.229
8 C -0.616